# C7H9F4NO4

2 unconnected molecules or ions with the total composition C7H9F4NO4 at a distorted geometry (the ωB97M-V functional and the def2-TZVPD basis, OMol25).

Cartesian coordinates (Å):
O (0.65009, 0.07963, 0.99622)
C (0.38600, -1.04916, 1.47855)
O (-0.63404, -1.78244, 0.82462)
N (1.09205, -1.58574, 2.64363)
C (2.14087, -2.54838, 2.28728)
F (2.85687, -2.81410, 3.50533)
F (1.51971, -3.75271, 1.87971)
C (3.22780, -2.02699, 1.22866)
F (4.52155, -1.94368, 1.84432)
F (3.35980, -3.05293, 0.23016)
H (-0.80398, -2.56181, 1.41487)
H (1.41561, -0.85459, 3.28907)
H (3.00635, -1.01784, 0.75812)
O (-2.40495, 2.59140, 0.64950)
C (-2.27341, 2.41406, -0.53312)
C (-1.29390, 1.47096, -1.17756)
C (-1.29546, 1.94526, -2.61595)
C (-2.69003, 2.50598, -2.77297)
O (-3.03626, 3.02238, -1.48309)
H (-1.66935, 0.44927, -1.08508)
H (-0.30752, 1.56058, -0.72590)
H (-1.06338, 1.15998, -3.33741)
H (-0.55819, 2.74486, -2.73936)
H (-3.41876, 1.73749, -3.04801)
H (-2.72747, 3.30852, -3.51161)

Atoms 1-2, force components in eV/Å:
-0.7 -4.0 2.1
-0.3 3.5 -2.6

Computed properties:
Energy, eV: -27954.426
HOMO, eV: -10.0
LUMO energy, Eh: 0.009

Results of the Mulliken charge analysis, in e, for atoms 1 through 4: number 1, O, carries -0.493; number 2, C, carries 0.423; number 3, O, carries -0.391; number 4, N, carries -0.328